[1]
A cluster of 2 separate species, C2H10N2OSi in total, computed with the ωB97M-V functional and the def2-TZVPD basis.

Geometry as ORCA input:
```
! RIJCOSX wB97M-V def2-TZVPD def2/J DEFGRID3
* xyz 0 1
Si -1.620 0.584 0.313
H -3.879 0.060 0.162
N -3.168 0.342 -0.433
C 1.529 0.407 0.896
H 0.692 0.478 1.576
H 2.277 -0.341 1.273
H -3.181 -0.339 -1.155
O -0.594 -0.307 -0.415
H 2.786 -0.462 -1.334
H -1.520 0.239 1.718
H 2.042 -1.904 -0.506
C 1.848 -0.979 -1.074
H -1.689 2.066 0.200
H 1.286 -1.360 -1.877
H 1.973 1.421 1.066
N 1.216 0.095 -0.409
*
```

Summary:
HOMO level: -0.338 Eh
LUMO: -0.0175 Ha
energy relative to the best compared isomer or geometry (same formula, charge and spin): 113.93 kcal/mol
energy: -556.3414 hartree

Atom charges from the Löwdin analysis, given in e for atoms 1 to 8: Si 0.269; H -0.017; N -0.095; C -0.152; H 0.045; H 0.104; H 0.007; O -0.280


[2]
An isolated molecule of C6H14N4O2, computed with the ωB97M-V functional and the def2-TZVPD basis.

Geometry as ORCA input:
```
! RIJCOSX wB97M-V def2-TZVPD def2/J DEFGRID3
* xyz 0 1
H -1.307 0.009 -1.382
H 0.601 1.733 1.112
H 1.819 1.756 -1.070
H 0.748 0.295 -1.516
H -2.083 1.607 0.440
C -1.274 0.982 0.496
H -1.830 -1.953 1.078
N -1.352 -0.182 -0.355
N -3.704 -0.634 -0.900
H -0.183 2.675 -0.124
C 1.997 -1.458 -0.123
O 2.881 -2.233 0.014
O 0.758 -1.902 -0.495
H -3.605 -1.626 1.258
C 1.185 0.895 -0.633
H 1.688 0.110 1.215
N 3.447 0.508 0.107
H 3.748 0.389 -0.857
C 0.095 1.666 0.164
N -2.612 -1.361 1.082
H 0.073 -1.193 -0.196
H -1.191 0.549 1.524
C -2.646 -0.759 -0.144
C 2.054 -0.017 0.241
H 4.114 0.078 0.680
H -3.421 0.067 -1.620
*
```

Summary:
structure (SMILES): [H]/N=C(/N)NCCC[C@H](N)C(=O)O
HOMO level: -0.356 Eh
LUMO: 0.0206 Ha
energy relative to the best compared isomer or geometry (same formula, charge and spin): 51.00 kcal/mol
energy: -606.4926 hartree

Atom charges from the Löwdin analysis, given in e for atoms 1 to 8: H 0.147; H 0.091; H 0.139; H 0.127; H 0.089; C -0.182; H 0.082; N -0.057


[3]
A structure of composition C25H50MgNO25, computed with the ωB97M-V functional and the def2-TZVPD basis.

Geometry as ORCA input:
```
! RIJCOSX wB97M-V def2-TZVPD def2/J DEFGRID3
* xyz 0 2
C -4.359 1.967 2.945
O 2.399 -1.930 2.642
O -0.545 -0.945 0.062
O 2.821 -3.608 -2.614
H -4.078 2.350 -3.122
H 5.947 -1.721 4.436
O -2.291 -5.617 1.340
C 3.525 3.240 -0.065
H -2.182 -6.825 3.107
H -2.692 3.330 -2.410
O -1.021 1.205 -0.140
H 2.323 -2.459 0.629
H -3.370 -2.517 -0.270
H 3.697 1.196 2.100
H -2.392 3.295 1.470
H -3.405 2.020 -1.583
O 4.382 2.404 0.544
O -0.483 3.982 3.396
C 2.005 -3.986 -3.497
O 0.727 -3.963 -3.429
H 5.357 -0.098 4.184
H -0.585 3.718 -3.424
H 0.509 -3.266 -1.455
Mg 0.400 2.586 -0.246
H -5.306 0.941 1.267
C 3.703 -1.823 2.898
C 0.067 -3.145 -2.444
H -3.575 4.523 0.950
C 1.166 1.903 -3.344
C 5.112 -1.054 4.648
O 1.865 0.913 -3.833
H 0.602 0.166 2.651
H 2.009 0.948 3.348
O 2.337 3.105 -0.287
H -0.375 4.244 -5.054
H -1.682 4.938 4.861
H -3.615 -2.008 -4.288
H 4.475 6.018 -1.470
H 3.198 0.649 0.446
O 3.819 -1.321 4.077
C 0.952 0.737 3.511
O -4.441 -6.094 1.752
N -0.248 0.258 -0.018
H 3.032 0.302 -2.285
H -3.577 -2.231 -2.492
H 3.887 -5.537 -4.733
C 3.569 -4.583 -5.152
O 4.553 -2.354 2.244
C -3.452 3.544 1.414
H -5.058 -1.704 -3.292
C 3.710 5.319 -1.131
H 3.321 4.927 -2.071
O 4.245 4.260 -0.317
H 0.032 -2.122 -2.817
C 2.256 -0.131 -2.915
C -4.340 1.395 1.490
O 0.221 1.880 3.844
H 4.940 -0.918 5.716
C -3.970 -1.645 -3.323
H -3.596 0.629 1.273
O 0.833 2.707 -4.414
C 0.091 2.836 2.900
H -5.140 3.926 2.657
H 2.710 -0.982 -3.423
H 0.841 4.727 -3.906
H -3.479 1.547 3.431
H 0.816 -2.452 1.576
O 0.457 2.765 1.706
O 2.219 -4.439 -4.665
C -3.582 -5.323 1.335
C 0.178 3.906 -4.178
C -1.801 -6.756 2.088
H -0.349 3.939 5.386
C 3.962 1.146 1.044
O -3.612 -0.248 -3.144
O -2.125 1.514 -3.173
H 1.480 -0.537 -2.266
C -4.174 3.440 2.790
O -1.302 -0.551 -3.699
H 3.694 -4.634 -6.234
H -1.962 -7.697 1.562
C -2.303 0.158 -3.413
H -0.980 -3.435 -2.352
O 0.757 2.100 -2.164
H -2.591 -3.978 -0.867
O 0.877 0.638 0.041
C -3.129 2.347 -2.585
H 4.782 0.428 1.072
H -5.204 1.644 3.554
H -2.098 -3.025 0.541
H 1.992 -3.825 1.685
H 2.942 5.930 -0.657
O -3.889 -4.152 0.775
H 0.925 0.079 4.380
O -4.043 2.525 0.631
C -2.950 -3.476 0.032
H -0.718 -6.734 2.214
C 1.865 -2.748 1.575
H 4.159 -3.740 -4.792
H -1.828 3.205 4.941
H -3.695 3.933 3.636
C -1.152 4.009 4.652
*
```

Summary:
HOMO level (alpha / beta): -0.088 / -0.272 Eh
LUMO (alpha / beta): -0.0129 / -0.0148 Ha
<S²>: 0.75
energy relative to the best compared isomer or geometry (same formula, charge and spin): 36.29 kcal/mol
energy: -3118.2162 hartree

Atom charges from the Löwdin analysis, given in e for atoms 1 to 8: C -0.164; O -0.028; O -0.089; O 0.059; H 0.095; H 0.098; O -0.007; C -0.558


[4]
A structure of composition C3H9NO2, computed with the ωB97M-V functional and the def2-TZVPD basis.

Geometry as ORCA input:
```
! RIJCOSX wB97M-V def2-TZVPD def2/J DEFGRID3
* xyz 0 1
H -0.694 2.072 -0.281
H -1.058 0.702 -1.457
N 1.223 -0.483 1.080
H -0.909 0.550 1.591
H -1.192 -1.648 -0.570
H 1.696 -1.075 0.399
O 2.007 1.460 -1.549
H 2.112 0.831 -2.280
H -2.439 -1.296 0.642
C -0.711 1.005 -0.475
C -0.832 0.117 0.601
C -1.363 -1.269 0.440
O 1.119 0.752 -0.652
H 1.907 0.220 1.361
H -0.867 -1.936 1.149
*
```

Summary:
HOMO level (alpha / beta): -0.297 / -0.321 Eh
LUMO (alpha / beta): -0.0010 / -0.0137 Ha
energy relative to the best compared isomer or geometry (same formula, charge and spin): 195.00 kcal/mol
energy: -324.6619 hartree

Atom charges from the Löwdin analysis, given in e for atoms 1 to 8: H 0.097; H 0.097; N 0.079; H 0.111; H 0.081; H 0.016; O -0.074; H 0.076


[5]
A structure of composition C28H48BrN3P2SSn, computed with the ωB97M-V functional and the def2-TZVPD basis.

Geometry as ORCA input:
```
! RIJCOSX wB97M-V def2-TZVPD def2/J DEFGRID3
* xyz 2 1
C 7.479 -3.983 2.555
N 8.527 -5.924 3.565
C 5.009 -3.504 2.928
H -3.645 0.659 -2.680
H -4.525 3.340 4.977
C -3.531 1.172 2.729
H -1.160 3.383 0.739
H -2.660 -1.713 -3.669
H -1.623 -0.951 -5.557
H 1.417 5.018 0.142
C -1.658 0.910 -6.681
H 2.904 0.982 -1.774
H 7.607 -3.098 1.923
H 0.512 -1.029 3.097
P -3.797 -0.031 -5.008
C -3.929 1.209 -3.597
H -0.123 5.716 0.705
C 4.457 -3.158 1.733
H 4.952 -3.496 0.813
H -2.407 0.723 -7.472
C 1.802 -1.158 -0.063
H 2.988 2.608 -2.502
H -2.553 2.913 3.448
Sn -0.761 0.253 0.587
C -4.604 3.189 3.880
H -6.571 0.333 3.622
H -1.420 0.499 -4.547
C 0.490 4.797 0.696
H -0.754 3.940 -0.898
C 6.176 -5.465 3.919
H -0.664 0.648 -7.086
H -4.688 -0.515 2.160
H -5.569 2.716 3.619
C -5.531 0.171 3.974
C 7.335 -6.227 4.105
H 0.243 1.236 -2.487
S -2.292 0.761 1.770
H -5.284 2.781 -2.901
H 1.612 -0.828 -1.091
H -5.277 0.882 4.781
C -1.968 0.092 -5.420
H -3.170 2.006 -3.736
H 0.756 4.571 1.742
C 6.221 -4.298 3.121
H -5.970 1.133 -2.818
H 2.641 2.926 0.378
H -4.963 -2.635 -5.481
C -5.332 1.805 -3.417
C -4.140 -2.859 -4.778
C -0.318 3.649 0.076
C 2.394 1.679 -2.457
H 9.553 -4.571 2.366
H 2.529 -2.353 3.570
C 0.892 -0.819 0.963
C 3.248 -2.369 1.513
H 2.700 1.173 0.255
H -1.654 1.993 -6.471
H 2.146 2.932 2.707
H 5.235 -5.772 4.390
N -3.464 2.432 3.408
H 0.625 2.947 -2.431
H -5.461 -0.841 4.425
Br -2.861 1.611 0.116
C 2.337 -2.025 2.542
H 7.301 -7.134 4.725
H -4.605 4.181 3.383
H -5.838 1.964 -4.385
H -3.299 -3.264 -5.368
H 3.637 -2.166 -0.611
H 4.522 -3.174 3.854
N -4.619 0.247 2.852
H 2.959 1.345 2.629
C 0.945 1.965 -2.040
C 8.575 -4.813 2.804
C 2.111 1.935 2.240
C 1.191 -1.272 2.271
H -4.495 -3.653 -4.097
H 1.183 1.440 2.578
C -3.713 -1.612 -3.994
C 2.129 2.004 0.708
H 2.408 1.231 -3.466
C 2.949 -1.914 0.206
H -4.321 -1.497 -3.074
P 0.523 2.019 -0.230
*
```

Summary:
HOMO level (alpha / beta): -0.454 / -0.454 Eh
LUMO (alpha / beta): -0.2759 / -0.2704 Ha
energy relative to the best compared isomer or geometry (same formula, charge and spin): 211.61 kcal/mol
energy: -5128.2671 hartree

Atom charges from the Löwdin analysis, given in e for atoms 1 to 8: C -0.019; N 0.066; C -0.024; H 0.015; H 0.110; C -0.631; H -0.002; H 0.062


[6]
A cluster of 3 separate species, C5H16NO2 in total, computed with the ωB97M-V functional and the def2-TZVPD basis.

Geometry as ORCA input:
```
! RIJCOSX wB97M-V def2-TZVPD def2/J DEFGRID3
* xyz 1 1
C -0.579 -1.700 2.306
H 1.095 -0.661 0.905
C 1.191 -1.277 -0.021
N -0.226 0.760 -0.721
C -0.325 -2.750 1.526
C 0.251 -0.619 -1.008
H -1.030 0.782 -0.014
O 0.779 3.204 -1.709
H 1.443 3.630 -1.140
H -0.340 1.394 -1.522
H -2.037 2.870 0.762
C 0.780 -2.660 0.510
H -0.983 -3.603 1.599
H -0.063 -0.766 2.476
H -1.200 -1.805 3.192
H 0.835 3.656 -2.560
O -1.794 2.832 -0.178
H 1.662 -3.113 0.978
H -0.975 3.347 -0.240
H 0.395 1.166 -0.023
H 0.533 -3.269 -0.426
H 2.241 -1.296 -0.176
H -0.620 -1.266 -1.108
H 0.702 -0.545 -2.005
*
```

Summary:
HOMO level: -0.481 Eh
LUMO: -0.1213 Ha
energy relative to the best compared isomer or geometry (same formula, charge and spin): 42.56 kcal/mol
energy: -405.0523 hartree

Atom charges from the Löwdin analysis, given in e for atoms 1 to 8: C -0.012; H 0.091; C -0.190; N 0.142; C -0.145; C -0.146; H 0.178; O -0.044


[7]
A structure of composition C24H35As2Br2F6N3O2RbSi2, computed with the ωB97M-V functional and the def2-TZVPD basis.

Geometry as ORCA input:
```
! RIJCOSX wB97M-V def2-TZVPD def2/J DEFGRID3
* xyz -2 2
F -1.524 3.711 -4.293
H 2.495 -2.035 3.417
H 1.255 -1.371 4.496
H 3.006 2.213 3.104
Br -3.599 -3.213 3.030
H 3.896 0.789 3.640
C 4.338 -0.645 1.032
F -3.948 4.109 -4.052
H 3.740 1.983 -3.815
C 5.661 -0.719 -0.975
N 2.007 0.035 0.912
C 2.785 -1.246 -4.594
C 2.738 1.799 -4.210
N 2.161 -0.043 -1.889
H 0.792 -2.122 2.963
C -3.043 -3.880 -0.590
H -2.796 4.683 2.928
C -3.522 -1.322 3.252
H -3.913 -1.505 5.350
N -2.905 1.724 1.362
H 6.414 -1.121 1.021
H 2.371 -2.204 -4.265
H -3.651 -3.311 0.110
As -1.739 -2.668 -1.310
F -2.367 5.276 -2.571
C -0.719 -3.731 -2.573
H -3.647 -4.232 -1.426
C 5.546 -0.859 0.426
C -3.236 -0.534 2.112
H 6.621 -0.863 -1.459
H -0.761 0.601 2.204
O -3.025 -0.990 0.962
C -3.346 1.426 3.722
H -0.258 -0.657 -3.359
H 0.162 -3.158 -2.863
H -0.314 1.056 -3.791
Si 2.021 0.171 -3.582
C 3.138 -0.279 0.323
C -2.921 3.613 2.819
H 2.791 1.809 -5.302
H 2.551 -1.125 -5.656
F -3.779 3.468 -1.666
H -0.289 1.054 3.844
C -3.202 2.820 3.894
H 2.524 1.381 4.588
H -0.885 -1.993 0.948
C -0.404 -2.275 0.018
H 4.655 -0.328 -2.796
C 2.900 1.230 3.571
H 4.266 -0.743 2.108
Rb -1.955 0.815 -1.265
H 0.002 -0.153 -5.028
C -3.709 -0.820 4.538
C -2.787 3.015 1.554
C 3.238 -0.236 -1.165
H -2.583 3.622 0.677
H 0.185 -3.184 0.153
C 1.545 -1.496 3.448
H 0.262 -1.477 -0.327
C 0.031 1.058 2.798
C -3.173 0.912 2.409
H 0.114 2.099 2.476
F -2.973 1.946 -3.392
H 2.097 2.627 -3.898
O -2.458 -1.436 -2.131
As -2.665 3.622 -2.995
Si 1.670 0.181 2.579
Br -3.887 1.150 6.563
H -3.309 3.242 4.884
H -0.406 -4.677 -2.128
C 4.555 -0.417 -1.721
C -3.627 0.522 4.776
H -2.569 -4.718 -0.080
C 0.197 0.110 -3.985
H 3.870 -1.306 -4.490
H -1.333 -3.912 -3.454
F -1.371 3.139 -1.914
*
```

Summary:
HOMO level (alpha / beta): -0.048 / -0.095 Eh
LUMO (alpha / beta): 0.1384 / 0.1384 Ha
<S²>: 0.77
energy: -12072.4791 hartree

Atom charges from the Löwdin analysis, given in e for atoms 1 to 8: F -0.249; H 0.013; H 0.020; H 0.024; Br 0.717; H 0.004; C -0.077; F -0.256


[8]
A cluster of 2 separate species, C25H43BFN4O6P2 in total, computed with the ωB97M-V functional and the def2-TZVPD basis.

Geometry as ORCA input:
```
! RIJCOSX wB97M-V def2-TZVPD def2/J DEFGRID3
* xyz -1 1
H -6.849 -0.008 1.117
H 1.384 -4.795 1.037
H -1.663 -4.754 -1.554
H 6.769 2.855 -2.455
H 6.547 -0.034 0.974
F -2.447 -4.380 1.531
H -1.020 2.486 0.826
C 1.893 -0.345 -1.899
H 2.122 -2.526 1.697
C -4.234 3.566 -0.291
H 1.848 -1.992 -0.537
C 1.381 -1.024 -0.606
O 3.765 0.862 -0.229
H 6.145 0.758 -3.164
C 5.543 1.069 -2.314
H 2.932 3.591 1.362
H 1.757 -0.488 0.263
C -6.452 -0.759 0.446
N 0.158 -3.610 -0.122
C -2.907 -1.495 -0.025
H -0.167 -4.535 1.750
C -8.317 0.335 -0.913
C -0.978 -0.067 -0.484
H 1.069 0.018 -2.501
O 2.398 2.376 -1.766
H -0.023 3.279 -0.178
C 8.415 0.330 1.938
C 5.840 2.519 -2.011
H -0.373 2.631 -2.310
H 2.155 1.502 0.920
H 5.028 3.197 -2.267
H -3.262 3.309 0.124
H -5.129 2.215 2.426
C -0.682 -2.464 -0.197
O 7.380 1.776 0.316
N -3.144 0.894 -0.263
H -4.090 3.728 -1.354
H 9.034 -0.175 1.192
C 3.238 1.536 0.938
C -2.059 -2.643 -0.022
H -1.816 -5.874 -0.197
H 4.438 2.980 1.984
H -3.218 -5.561 -1.160
P 3.036 1.052 -1.620
C -4.418 0.723 -0.033
C 0.620 -4.035 1.198
C 3.778 2.942 1.126
H 2.463 -1.044 -2.506
C -4.981 -0.569 0.201
C 7.123 0.885 1.289
H -3.781 -3.874 0.163
C -2.367 -0.229 -0.260
O -0.412 1.688 -2.132
C -2.317 -5.097 -0.768
B -0.499 1.412 -0.798
H 0.510 -2.169 2.313
H 6.512 1.268 2.157
H 5.995 2.588 -0.929
H 8.182 -0.399 2.733
O 4.158 0.795 -2.712
C -0.121 -1.152 -0.444
H 1.504 -3.416 3.058
H 3.556 0.925 1.779
H -8.464 0.798 -1.877
H -6.651 -1.771 0.776
H 4.235 3.342 0.233
H 5.830 0.420 -1.494
C 1.220 -2.967 2.109
N -0.195 2.371 0.243
C -5.920 2.522 1.747
H -6.600 -0.671 -1.775
H 0.893 -3.598 -0.806
H -6.053 3.594 1.869
C -2.708 -3.984 0.206
P -5.469 2.241 -0.025
H -8.665 0.773 0.007
N -4.248 -1.648 0.198
H -4.586 4.484 0.168
C -7.197 -0.596 -0.879
O -8.505 -1.079 -0.920
H -6.866 2.057 1.997
H 8.998 1.138 2.387
*
```

Summary:
HOMO level: -0.106 Eh
LUMO: 0.0478 Ha
energy: -2456.4335 hartree

Atom charges from the Löwdin analysis, given in e for atoms 1 to 8: H 0.087; H 0.113; H 0.069; H 0.071; H 0.069; F -0.038; H 0.069; C -0.155